82
Properties=species:S:1:pos:R:3:forces:R:3 method="wB97M-V/def2-TZVPD" homo_energy_ev="-13.893 / -13.894" spin_multiplicity=2 gap_ev="6.7 / 7.4" charge=+2 de_lowest_kcal_mol=0.00 lumo_ev="-7.19 / -6.51"
V -0.16706 0.64247 0.11660 1.03 -0.45 -0.76
O -0.86745 -0.98606 -0.34442 -0.81 -0.86 0.35
S -1.64860 -2.08991 0.54559 0.56 0.73 -0.22
C -1.54686 -3.49613 -0.55241 -0.03 -0.10 -0.12
C -2.61744 -3.28098 -1.61618 0.01 0.02 0.02
C -3.84813 -2.82789 -0.83504 -0.02 0.04 0.02
C -3.38695 -1.74512 0.14734 0.02 0.03 -0.01
H -1.76843 -4.35560 0.08634 0.00 -0.03 -0.02
H -0.51615 -3.56818 -0.89467 0.01 -0.02 -0.04
H -2.79622 -4.19581 -2.17769 0.00 -0.02 0.01
H -2.29224 -2.51282 -2.32051 -0.01 -0.01 0.01
H -4.27060 -3.66775 -0.28211 -0.01 0.00 -0.01
H -4.63222 -2.43370 -1.47926 0.01 -0.01 -0.01
H -3.93168 -1.69878 1.08840 -0.01 -0.02 0.00
H -3.36172 -0.74452 -0.28708 -0.01 -0.05 0.01
O -0.65627 1.50373 -1.47548 -0.20 0.23 0.00
S -1.21025 2.16912 -2.76573 0.23 -0.57 0.27
C -2.57305 3.25128 -2.25644 -0.12 0.12 -0.11
C -2.67027 3.57619 -0.79756 -0.05 0.11 -0.03
C -2.35473 4.85417 -0.34948 -0.02 -0.04 0.08
C -2.53271 5.18361 0.98546 -0.03 -0.10 -0.03
C -3.02899 4.24032 1.87521 0.01 0.00 -0.03
C -3.35532 2.96629 1.42995 0.01 0.06 0.03
C -3.17330 2.63663 0.09710 -0.09 -0.02 0.00
C 0.08881 3.31611 -3.23464 0.11 0.08 -0.05
C 0.24794 4.54254 -2.38934 0.04 0.02 -0.08
C -0.00826 5.78793 -2.95251 -0.04 0.06 0.06
C 0.14881 6.94302 -2.19686 0.00 -0.05 -0.01
C 0.56098 6.85422 -0.87589 0.03 -0.06 0.01
C 0.81582 5.60969 -0.31011 0.04 0.08 -0.05
C 0.66293 4.45994 -1.06392 0.14 -0.12 0.04
H -3.46092 2.73678 -2.62674 0.02 0.01 0.05
H -2.40534 4.13979 -2.87012 -0.14 0.06 0.05
H -1.97468 5.59325 -1.04323 -0.05 0.01 0.00
H -2.29656 6.18148 1.32691 0.01 0.04 0.02
H -3.17849 4.50289 2.91324 -0.01 0.00 0.02
H -3.75676 2.23631 2.11808 0.00 0.00 0.00
H -3.47499 1.65501 -0.25690 0.01 0.01 -0.02
H -0.17367 3.55378 -4.26927 0.08 0.08 -0.01
H 0.98211 2.68589 -3.26033 -0.03 -0.01 -0.02
H -0.32184 5.86294 -3.98663 0.00 0.00 -0.03
H -0.04645 7.90729 -2.64359 0.00 0.03 -0.01
H 0.68995 7.75306 -0.28974 0.00 0.03 0.03
H 1.12744 5.53955 0.72309 0.01 0.00 0.04
H 0.85752 3.49114 -0.61487 0.01 0.09 -0.05
C 6.13566 -1.99516 0.31863 0.04 0.09 -0.01
C 5.27562 -3.14416 -0.19369 0.04 -0.02 -0.05
C 3.93253 -3.32089 0.50544 -0.08 -0.09 0.04
C 2.92268 -2.20806 0.28075 0.00 0.15 0.01
N 3.29784 -1.01232 1.04861 -0.12 -0.04 0.09
C 2.91411 0.23148 0.83778 -0.09 -0.20 -0.01
S 1.99950 0.61367 -0.61932 -0.14 0.16 -0.12
N 3.27534 1.18291 1.66793 0.00 0.07 0.23
C 3.01510 2.62898 1.59774 0.02 -0.06 -0.16
C 4.24317 3.41765 2.03486 -0.02 0.05 0.00
C 5.31285 3.59143 0.95912 -0.01 0.02 0.00
C 5.95531 2.29813 0.47171 0.02 -0.05 -0.03
H 7.11778 -2.01655 -0.14974 0.03 -0.01 -0.01
H 6.29465 -2.06850 1.39719 0.00 -0.02 0.04
H 5.70374 -1.01540 0.10404 0.01 -0.03 -0.02
H 5.82904 -4.07671 -0.07450 0.02 0.00 -0.02
H 5.10531 -3.02886 -1.26786 0.01 0.00 -0.01
H 4.08115 -3.46120 1.58249 -0.01 -0.01 0.01
H 3.46413 -4.24117 0.15124 0.02 -0.02 0.01
H 1.92570 -2.52145 0.60575 0.01 0.02 -0.02
H 2.87435 -1.93527 -0.77358 0.01 -0.03 0.03
H 3.80452 -1.19908 1.90627 0.05 0.00 -0.08
H 3.80290 0.89194 2.48368 0.00 0.05 -0.04
H 2.15713 2.84860 2.23374 -0.01 0.00 0.02
H 2.75290 2.86763 0.56497 0.00 0.01 0.10
H 4.67412 2.95044 2.92710 0.00 0.00 0.03
H 3.89427 4.39910 2.36014 0.02 0.02 -0.01
H 6.08803 4.24594 1.35976 0.01 0.00 0.00
H 4.87477 4.12586 0.11091 0.00 0.01 -0.01
H 6.36712 1.71894 1.30153 0.00 -0.01 0.03
H 6.77555 2.50702 -0.21310 0.02 0.03 0.00
H 5.25075 1.66098 -0.06748 -0.02 0.01 -0.02
O -1.89279 0.33657 2.10738 0.15 -0.04 0.22
S -0.54063 0.67553 2.52557 -0.34 0.12 0.03
O -0.27743 1.15821 3.82106 0.11 -0.10 -0.02
O -0.15789 1.82974 1.39455 -0.28 0.29 0.42
O 0.39302 -0.34512 1.93568 -0.17 0.26 -0.08